Version 1
ORCA calculation (ωB97M-V/def2-TZVPD) on a single C2H2BrIO molecule.

Frontier orbital gap ... 9.0 eV
Spin multiplicity ... 1
E_LUMO ... -1.2 eV

Each line ends with the Mulliken charge.
Cartesian coordinates (Å):
C1 -0.292 -0.627 0.768  0.413
C2 -0.024 0.515 -0.316  -0.677
O1 -1.114 -0.611 1.592  -0.348
Br1 1.040 -2.203 0.649  -0.218
I1 1.150 0.956 -2.301  0.095
H1 -1.085 0.708 -0.786  0.344
H2 0.325 1.261 0.393  0.391

Version 2
ORCA calculation (ωB97M-V/def2-TZVPD) on a single C2H2BrIO molecule.

Frontier orbital gap ... 9.4 eV
Spin multiplicity ... 1
E_LUMO ... -0.6 eV

Each line ends with the Mulliken charge.
Cartesian coordinates (Å):
C1 -1.509 0.505 0.718  0.601
C2 -0.166 0.430 -0.055  -0.966
O1 -2.366 1.320 0.718  -0.396
Br1 -1.807 -1.202 1.595  -0.146
I1 0.896 2.156 -1.075  0.037
H1 0.642 0.300 0.617  0.454
H2 -0.412 -0.056 -0.977  0.416

Top of the stability list: version 2, leading by 55.4 kJ/mol.

Version 1
ORCA calculation (ωB97M-V/def2-TZVPD) on 5 unconnected molecules or ions with the total composition CH12N2O4.

Frontier orbital gap ... 9.1 eV
Spin multiplicity ... 1
E_LUMO ... 0.2 eV

Each line ends with the Mulliken charge.
Cartesian coordinates (Å):
N1 -0.608 0.944 -2.214  -0.464
C1 0.476 1.559 -1.644  0.187
N2 0.455 2.775 -1.269  -0.768
H1 -0.463 -0.040 -2.329  0.242
H2 -1.493 1.411 -2.113  0.250
H3 1.373 0.944 -1.724  0.335
H4 1.384 3.164 -1.181  0.240
H5 -2.698 -2.636 0.087  0.280
H6 -2.907 -1.300 0.939  0.321
O1 -2.293 -1.844 0.444  -0.591
H7 1.743 -1.145 -0.227  0.329
H8 0.319 -1.566 -0.326  0.289
O2 1.069 -1.351 -0.896  -0.629
H9 2.263 -0.777 2.506  0.299
H10 1.558 0.360 1.703  0.342
O3 2.151 -0.397 1.630  -0.652
H11 -0.981 0.361 1.547  0.296
H12 -0.503 -0.678 2.578  0.321
O4 -0.844 0.216 2.489  -0.628

Version 2
ORCA calculation (ωB97M-V/def2-TZVPD) on 5 unconnected molecules or ions with the total composition CH12N2O4.

Frontier orbital gap ... 10.3 eV
Spin multiplicity ... 1
E_LUMO ... 0.7 eV

Each line ends with the Mulliken charge.
Cartesian coordinates (Å):
N1 -1.501 -0.236 -0.634  -0.361
C1 -2.572 0.407 -0.040  0.229
N2 -2.607 0.851 1.172  -0.718
H1 -0.600 0.156 -0.384  0.054
H2 -1.603 -0.529 -1.593  0.277
H3 -3.324 0.648 -0.785  0.340
H4 -3.544 0.586 1.493  0.236
H5 1.860 -0.631 -0.444  0.346
H6 3.247 -0.557 -0.955  0.319
O1 2.616 -0.003 -0.470  -0.641
H7 0.697 -1.430 1.190  0.428
H8 1.754 -2.626 1.160  0.296
O2 1.160 -2.089 0.630  -0.675
H9 -0.802 0.572 1.654  0.353
H10 0.108 0.186 2.807  0.258
O3 -0.002 0.033 1.864  -0.722
H11 2.159 2.186 -2.193  0.307
H12 1.336 0.967 -1.865  0.329
O4 1.619 1.507 -2.606  -0.654

Top of the stability list: version 1, leading by 61.6 kJ/mol.

Version 1
ORCA calculation (ωB97M-V/def2-TZVPD) on a molecular structure, C23H27B2F5N4O4Te2Ti.

Frontier orbital gap (spin up / spin down) ... 4.7 / 5.1 eV
Spin multiplicity ... 1
E_LUMO (spin up / spin down) ... 4.1 / 4.1 eV
Charge ... -2

Each line ends with the Mulliken charge.
Cartesian coordinates (Å):
Ti1 -0.102 -0.584 -0.022  -1.203
C1 -3.595 1.365 1.474  -1.813
C2 -2.422 0.477 1.183  0.551
N1 -1.635 0.630 0.111  0.702
O1 -1.806 1.793 -0.655  -0.644
B1 -1.057 1.649 -1.898  1.232
F1 -1.489 0.445 -2.534  -0.344
F2 -1.331 2.727 -2.736  -0.396
O2 0.436 1.544 -1.745  -0.658
N2 0.909 1.318 -0.395  1.904
C3 2.321 0.942 -0.353  -0.052
C4 3.327 1.991 -0.750  -2.116
C5 2.616 -0.200 0.351  0.284
N3 1.638 -1.123 0.508  1.694
O3 1.876 -2.140 1.470  -0.598
B2 1.065 -1.928 2.674  0.619
F3 1.215 -0.572 3.143  -0.395
F4 1.504 -2.802 3.667  -0.421
O4 -0.398 -2.191 2.466  -0.683
N4 -0.932 -1.236 1.615  0.985
C6 -2.032 -0.581 2.020  0.027
C7 -2.779 -0.924 3.276  -1.731
C8 3.979 -0.516 0.893  -1.800
H1 -3.565 2.221 0.804  0.392
H2 -3.579 1.718 2.508  0.316
H3 -4.535 0.826 1.314  0.286
H4 2.938 2.568 -1.591  0.347
H5 4.258 1.526 -1.078  0.670
H6 3.558 2.693 0.062  0.163
H7 -2.314 -1.795 3.732  0.382
H8 -3.828 -1.144 3.058  0.354
H9 -2.745 -0.095 3.990  0.287
H10 4.758 0.071 0.411  0.428
H11 4.176 -1.580 0.770  0.321
H12 3.980 -0.308 1.966  0.271
C9 5.372 -5.044 -5.290  -1.537
C10 4.391 -4.128 -4.606  0.930
C11 3.951 -4.358 -3.313  -0.847
C12 3.011 -3.536 -2.696  1.156
C13 2.651 -3.818 -1.262  -1.359
C14 2.450 -2.454 -3.397  -0.287
Te1 0.907 -1.152 -2.604  0.508
C15 2.956 -2.167 -4.680  1.023
C16 2.562 -0.953 -5.496  -1.718
C17 3.902 -3.005 -5.260  -0.792
H13 5.666 -5.863 -4.633  0.333
H14 6.274 -4.505 -5.592  0.326
H15 4.932 -5.475 -6.192  0.322
H16 4.356 -5.196 -2.752  0.259
H17 3.505 -4.256 -0.740  0.351
H18 1.814 -4.514 -1.199  0.323
H19 2.356 -2.911 -0.736  -0.116
H20 1.801 -0.353 -5.007  0.107
H21 2.179 -1.255 -6.474  0.362
H22 3.439 -0.324 -5.666  0.337
H23 4.271 -2.769 -6.256  0.358
Te2 -0.895 -2.827 -1.472  -0.614
F5 0.461 5.844 2.783  -0.394
C18 0.523 4.738 1.987  0.346
C19 0.581 3.494 2.579  -0.892
C20 0.669 2.370 1.772  -0.350
C21 0.720 2.514 0.389  -0.146
C22 0.637 3.776 -0.184  -0.273
C23 0.534 4.904 0.618  -0.915
H24 0.560 3.409 3.658  0.485
H25 0.715 1.376 2.208  0.478
H26 0.634 3.871 -1.260  0.456
H27 0.460 5.895 0.189  0.421

Version 2
ORCA calculation (ωB97M-V/def2-TZVPD) on a molecular structure, C23H27B2F5N4O4Te2Ti.

Frontier orbital gap (spin up / spin down) ... 4.7 / 4.7 eV
Spin multiplicity ... 1
E_LUMO (spin up / spin down) ... 4.0 / 4.0 eV
Charge ... -2

Each line ends with the Mulliken charge.
Cartesian coordinates (Å):
Ti1 -1.184 0.100 -0.916  -0.738
C1 -2.685 1.700 -4.668  -1.897
C2 -2.376 0.849 -3.476  0.522
N1 -1.876 1.322 -2.322  1.264
O1 -1.733 2.698 -2.241  -0.660
B1 -0.948 3.051 -1.048  0.776
F1 -0.424 4.313 -1.201  -0.365
F2 0.036 2.003 -0.870  -0.255
O2 -1.731 3.003 0.200  -0.701
N2 -2.155 1.705 0.250  0.707
C3 -3.337 1.504 0.718  0.754
C4 -4.159 2.577 1.362  -1.808
C5 -3.816 0.149 0.591  0.080
N3 -3.038 -0.673 -0.054  0.793
O3 -3.566 -1.916 -0.157  -0.614
B2 -3.313 -2.755 -1.364  0.712
F3 -4.454 -2.625 -2.198  -0.381
F4 -3.194 -4.073 -0.936  -0.394
O4 -2.087 -2.415 -2.103  -0.769
N4 -1.963 -1.061 -2.351  0.774
C6 -2.466 -0.545 -3.468  0.160
C7 -3.086 -1.354 -4.562  -1.911
C8 -5.186 -0.252 1.044  -1.764
H1 -2.529 2.748 -4.423  0.427
H2 -2.035 1.438 -5.509  0.277
H3 -3.719 1.568 -5.001  0.331
H4 -3.602 3.508 1.364  0.414
H5 -5.098 2.724 0.823  0.296
H6 -4.406 2.301 2.389  0.384
H7 -4.135 -1.083 -4.703  0.293
H8 -2.561 -1.188 -5.508  0.418
H9 -3.042 -2.408 -4.305  0.378
H10 -5.545 0.403 1.837  0.441
H11 -5.890 -0.208 0.209  0.249
H12 -5.174 -1.281 1.397  0.406
C9 5.864 -1.203 6.038  -1.434
C10 4.931 -0.715 4.959  0.840
C11 3.724 -0.107 5.271  -1.018
C12 2.855 0.354 4.286  0.987
C13 1.558 0.986 4.710  -1.472
C14 3.196 0.198 2.931  -0.196
Te1 1.913 0.983 1.407  0.018
C15 4.401 -0.442 2.601  1.045
C16 4.834 -0.710 1.180  -1.504
C17 5.249 -0.876 3.620  -0.790
H13 5.460 -0.990 7.029  0.333
H14 6.842 -0.723 5.962  0.314
H15 6.022 -2.281 5.965  0.314
H16 3.448 0.015 6.315  0.167
H17 1.510 1.073 5.798  0.352
H18 0.710 0.391 4.363  0.211
H19 1.438 1.973 4.262  0.337
H20 4.004 -0.627 0.482  0.128
H21 5.259 -1.713 1.103  0.377
H22 5.603 0.001 0.867  0.285
H23 6.179 -1.370 3.348  0.340
Te2 -0.031 -0.907 1.589  -0.415
F5 3.887 -1.465 -4.432  -0.391
C18 2.820 -1.117 -3.636  0.614
C19 2.456 -1.946 -2.600  -0.948
C20 1.375 -1.572 -1.802  -0.135
C21 0.643 -0.393 -2.001  0.985
C22 1.064 0.391 -3.086  -0.377
C23 2.144 0.053 -3.899  -0.901
H24 3.006 -2.863 -2.420  0.407
H25 1.104 -2.233 -0.986  0.313
H26 0.551 1.322 -3.306  0.224
H27 2.460 0.684 -4.722  0.392

Top of the stability list: version 2, leading by 116.6 kJ/mol.